# 1
DFT (the ωB97M-V functional and the def2-TZVPD basis) results for C6H12S4Si as an isolated structure.

```
! wB97M-V def2-TZVPD RIJCOSX def2/J DEFGRID3
* xyz 0 1
C -0.0944 2.0791 0.3069
C -0.4186 -0.9893 -0.2958
C -2.4021 1.0455 -1.5889
C -2.3124 0.5510 1.6313
C 3.1482 -2.0891 1.8368
C 1.2663 0.4220 -2.0285
Si -1.3178 0.6642 -0.0335
S 0.6541 3.2172 1.1001
S -0.7924 -2.3732 0.5491
S 3.4476 -1.1916 0.2739
S 0.8676 -1.2149 -1.3531
H -1.9232 0.9021 -2.6221
H -3.2623 0.1933 -1.6842
H -2.9687 1.9600 -1.4845
H -1.9044 -0.3384 2.0191
H -2.1635 1.5751 2.0923
H -3.3535 0.2792 1.5445
H 3.9998 -2.7217 1.9320
H 2.3679 -2.7970 1.6542
H 2.9831 -1.4143 2.6507
H 1.4698 1.1521 -1.3122
H 0.4588 0.7994 -2.6303
H 2.2501 0.2894 -2.5578
*
```

Values from the calculation:
Energy above the lowest of the compared OMol25 structures with the same formula, charge and spin = 67.9 kcal per mole
Kohn-Sham gap (spin up / spin down) = 7.62 / 5.56 eV
E_LUMO (spin up / spin down) = -0.033 / -0.060 Ha
Calculated total energy = -57631.287 eV

***

# 2
DFT (the ωB97M-V functional and the def2-TZVPD basis) results for a 2-piece molecular cluster, C3H6N2O3 overall.

```
! wB97M-V def2-TZVPD RIJCOSX def2/J DEFGRID3
* xyz 0 1
C -1.0538 -0.9698 0.9569
C 0.4289 -0.3168 -1.8339
C 0.0602 0.3993 -0.5873
N -1.1822 -0.1992 1.8815
N 0.9933 0.7191 0.2631
O 0.6216 1.6015 1.2862
O -1.0896 -1.8164 0.1666
O 2.1363 0.2937 0.3115
H 1.3132 -0.9246 -1.6619
H -0.3901 -0.9362 -2.1857
H 0.6627 0.4195 -2.6064
H -0.8545 0.9729 -0.5469
H -0.1499 1.2039 1.7581
H -1.4962 -0.4467 2.7983
*
```

Values from the calculation:
Energy above the lowest of the compared OMol25 structures with the same formula, charge and spin = 118.7 kcal per mole
Kohn-Sham gap = 9.33 eV
E_LUMO = 0.014 Ha
Calculated total energy = -12327.082 eV
SMILES string = C/C=[N+](\[O-])O.N=C=O

***

# 3
DFT (the ωB97M-V functional and the def2-TZVPD basis) results for C23H17Cl2N3O5 as an isolated structure.

```
! wB97M-V def2-TZVPD RIJCOSX def2/J DEFGRID3
* xyz 0 1
O -2.2862 -2.3312 -1.7902
C -1.4919 -1.7864 -1.0541
N -1.9649 -0.8047 -0.1439
C -3.4647 -0.6947 -0.0827
C -3.9803 0.4616 -0.1683
C -5.4244 0.7804 0.1098
C -6.3481 -0.3295 0.2434
C -5.7902 -1.4779 -0.0956
C -4.4621 -1.7059 -0.1254
H -3.9972 -2.7868 -0.0751
H -6.5204 -2.1256 0.0617
Cl -8.0593 0.1717 0.0608
Cl -5.9279 2.3047 0.0036
H -3.3168 1.5727 -0.0046
C -1.2900 -0.1336 0.6598
O -2.0142 0.0485 2.1154
H -1.8857 0.8780 2.2209
C 0.0369 -0.8277 1.0674
C 0.9749 -0.3415 2.0077
C 2.1130 -0.9356 2.3015
C 2.5770 -1.8407 1.1143
C 1.7150 -2.0784 0.2772
C 0.5485 -1.5298 0.0678
N -0.3363 -1.9067 -0.8844
H 0.0443 -2.4868 -1.9558
H 2.2824 -2.8240 -0.6491
H 3.6273 -2.4368 1.2817
H 2.7946 -0.5603 2.9990
H 0.4073 0.1855 2.9357
C -0.8523 1.2311 0.2739
O -0.8998 2.3495 0.8868
N -0.5194 1.2406 -1.2038
H -0.4329 0.4192 -1.5398
C 0.4218 2.1391 -1.6039
C 1.7998 1.6732 -1.3206
C 2.5023 1.1362 -2.2235
C 3.7016 0.3112 -2.1651
C 4.2185 0.5265 -0.4836
C 3.5747 1.3618 0.2156
C 2.2843 2.0695 0.0335
H 1.9941 2.4761 0.8394
O 4.2043 1.4157 1.5795
C 5.3738 0.4932 1.1119
O 5.3264 -0.1395 -0.1949
H 6.2827 1.2043 1.0929
H 5.6701 -0.3492 1.8025
H 4.2458 -0.4270 -2.6804
H 2.1335 0.6415 -3.1888
H 0.2817 2.5128 -2.7486
H 0.1284 3.2559 -0.9816
*
```

Values from the calculation:
Kohn-Sham gap = 7.88 eV
E_LUMO = -0.021 Ha
Calculated total energy = -63860.840 eV

***

# 4
DFT (the ωB97M-V functional and the def2-TZVPD basis) results for one molecule with the formula C2H6ClN3O.

```
! wB97M-V def2-TZVPD RIJCOSX def2/J DEFGRID3
* xyz 0 1
C -0.2698 0.3171 0.0356
C 0.5436 -0.8138 0.6845
H -2.3854 0.9279 2.3575
H -0.7934 1.2062 2.6200
H -0.2389 -1.3323 1.3250
H 1.2920 -0.2820 1.3181
H 0.3574 0.2556 -2.0455
H -1.3052 2.1268 -1.0003
N -1.4573 0.6776 2.0441
N -1.1830 1.0213 0.6289
N 0.2147 0.9189 -1.1878
O -0.6416 1.9268 -1.6969
Cl 1.3849 -1.9800 -0.3363
*
```

Values from the calculation:
Energy above the lowest of the compared OMol25 structures with the same formula, charge and spin = 28.6 kcal per mole
Kohn-Sham gap = 9.73 eV
E_LUMO = 0.033 Ha
Calculated total energy = -21208.423 eV
SMILES string = N/N=C(\CCl)NO

***

It is found that the maximum force values, taken in the order of the records, are 3.48; 1.70; 17.55; 2.78 eV/Å.